# 1
ORCA calculation (ωB97M-V/def2-TZVPD) on a molecular structure, C29H46BrCaNOP2 in a non-equilibrium geometry.

Results
**ΔE to the lowest compared entry with this formula, charge and spin**: 11.8 kcal per mole
**Max |F|**: 4.77 eV/Å
**Net charge**: +2
**Gap between HOMO and LUMO**: 6.1887 eV
**Highest occupied orbital energy**: -0.4797 hartree
**Calculated total energy**: -5196.2766 a.u.

Element x y z (Å)
C: 2.133 4.416 -0.809
C: 1.115 4.111 -1.749
C: 1.503 3.667 -3.017
C: 2.865 3.562 -3.349
N: 3.809 3.806 -2.434
C: 3.482 4.285 -1.225
C: -0.335 4.029 -1.550
C: -1.324 3.472 -1.011
C: -2.247 2.861 -0.049
C: -1.958 1.522 0.404
C: -2.779 0.839 1.352
C: -3.681 1.657 2.045
C: -4.168 2.846 1.485
C: -3.399 3.485 0.483
Ca: -1.062 1.572 2.744
P: 1.910 -0.156 0.260
H: 0.684 3.454 -3.705
H: 1.862 4.797 0.183
H: 3.153 3.256 -4.366
H: 4.325 4.550 -0.560
H: -3.698 4.487 0.130
H: -1.246 0.871 -0.137
H: -5.072 3.318 1.889
H: -2.565 -0.230 1.633
C: 2.543 -1.909 0.351
C: 3.639 -2.389 -0.597
H: 1.628 -2.499 0.161
H: 2.843 -2.074 1.399
H: 3.818 -3.458 -0.407
H: 3.329 -2.279 -1.645
H: 4.591 -1.863 -0.446
C: 1.965 0.175 -1.562
C: 3.327 0.401 -2.208
H: 1.351 1.079 -1.697
H: 1.431 -0.657 -2.052
H: 3.212 0.494 -3.299
H: 3.785 1.337 -1.867
H: 4.024 -0.421 -2.020
C: 3.267 0.896 0.954
C: 4.697 0.386 0.904
H: 2.982 1.012 2.012
H: 3.194 1.881 0.470
H: 5.347 1.027 1.516
H: 4.761 -0.630 1.304
H: 5.094 0.395 -0.117
Br: -4.168 0.989 3.934
P: -1.485 -1.550 -1.206
C: -0.678 -2.502 -2.629
C: -1.216 -3.849 -3.148
H: 0.338 -2.671 -2.229
H: -0.563 -1.804 -3.475
H: -0.494 -4.286 -3.862
H: -1.362 -4.578 -2.340
H: -2.184 -3.754 -3.666
C: -2.655 -2.892 -0.548
C: -4.069 -3.125 -1.098
H: -2.748 -2.545 0.495
H: -2.095 -3.843 -0.528
H: -4.592 -3.820 -0.415
H: -4.648 -2.192 -1.142
H: -4.071 -3.559 -2.111
C: -2.715 -0.532 -2.202
C: -3.217 -0.916 -3.597
H: -2.186 0.433 -2.281
H: -3.563 -0.400 -1.516
H: -3.843 -0.095 -3.982
H: -2.401 -1.059 -4.317
H: -3.819 -1.835 -3.630
C: -0.707 -0.679 6.133
C: 0.013 -1.794 5.316
C: -0.213 -1.539 3.826
O: -0.559 -0.123 3.797
C: -0.814 0.489 5.149
H: -1.718 -0.994 6.432
H: -0.210 -0.397 7.067
H: -0.306 -2.792 5.614
H: 1.103 -1.738 5.426
H: 0.642 -1.665 3.160
H: -1.063 -2.007 3.328
H: -1.812 0.976 5.093
H: -0.062 1.267 5.348


# 2
ORCA calculation (ωB97M-V/def2-TZVPD) on a single C25H27F3N2O3 molecule.

Results
**ΔE to the lowest compared entry with this formula, charge and spin**: 6.6 kcal per mole
**Max |F|**: 0.63 eV/Å
**Gap between HOMO and LUMO**: 8.2748 eV
**Highest occupied orbital energy**: -0.2862 hartree
**Calculated total energy**: -1603.7345 a.u.

Element x y z (Å)
C: 6.128 -3.264 -4.256
O: 5.383 -2.323 -3.527
C: 4.560 -2.765 -2.524
C: 4.403 -4.116 -2.177
C: 3.555 -4.499 -1.159
C: 2.859 -3.512 -0.478
N: 1.964 -3.589 0.547
C: 1.532 -2.324 0.870
C: 0.645 -2.184 2.047
O: 0.920 -2.753 3.093
N: -0.465 -1.414 1.920
C: -1.060 -0.990 0.677
C: -1.442 0.491 0.733
C: -2.345 0.833 1.930
C: -3.755 0.222 1.772
O: -4.522 0.787 0.741
C: -2.485 2.378 2.100
C: -2.226 3.179 0.857
C: -0.960 3.698 0.600
C: -0.704 4.420 -0.552
C: -1.709 4.640 -1.477
C: -2.976 4.138 -1.218
C: -4.098 4.330 -2.197
F: -3.785 5.131 -3.224
F: -4.487 3.156 -2.741
F: -5.197 4.853 -1.627
C: -3.239 3.419 -0.060
C: -1.682 0.263 3.197
C: -1.322 -1.215 3.069
C: 2.161 -1.403 0.065
C: 2.079 0.084 0.124
C: 3.005 -2.145 -0.816
C: 3.864 -1.776 -1.848
H: 6.820 -3.820 -3.614
H: 6.699 -2.687 -4.982
H: 5.481 -3.970 -4.788
H: 4.950 -4.878 -2.707
H: 3.444 -5.541 -0.900
H: 1.716 -4.412 1.071
H: -0.358 -1.163 -0.138
H: -1.954 -1.601 0.488
H: -1.925 0.768 -0.207
H: -0.529 1.080 0.815
H: -3.687 -0.864 1.636
H: -4.325 0.407 2.687
H: -4.128 0.564 -0.109
H: -1.785 2.707 2.869
H: -3.495 2.590 2.451
H: -0.165 3.542 1.315
H: 0.284 4.814 -0.733
H: -1.518 5.197 -2.381
H: -4.233 3.040 0.124
H: -2.340 0.400 4.056
H: -0.758 0.814 3.386
H: -0.772 -1.552 3.950
H: -2.225 -1.831 2.974
H: 1.494 0.484 -0.706
H: 1.632 0.402 1.062
H: 3.080 0.505 0.055
H: 3.998 -0.746 -2.134


# 3
ORCA calculation (ωB97M-V/def2-TZVPD) on 22 unconnected molecules or ions with the total composition C34H22BCl84IN3O3S in a non-equilibrium geometry.

Results
**Max |F|**: 1.03 eV/Å
**Net charge**: +1
**Gap between HOMO and LUMO**: 7.9998 eV
**Highest occupied orbital energy**: -0.4224 hartree
**Calculated total energy**: -41075.1215 a.u.

Element x y z (Å)
C: -6.454 3.452 -0.353
C: -6.341 2.269 -0.209
C: -6.091 0.831 -0.308
N: -4.642 0.591 -0.526
C: -3.843 0.156 0.623
C: -3.178 -1.193 0.447
O: -2.056 -1.377 0.824
O: -3.937 -2.145 -0.125
C: -4.110 0.763 -1.691
N: -4.919 1.201 -2.726
C: -4.343 2.279 -3.551
S: -4.956 1.935 -5.242
C: -2.800 2.359 -3.568
C: -2.360 3.832 -3.764
C: -0.927 3.834 -4.350
C: 0.068 4.771 -3.651
I: -1.099 4.252 -6.450
C: -2.162 1.862 -2.272
N: -2.745 0.545 -1.833
B: -2.381 -0.587 -2.723
C: -3.393 -1.499 -3.493
O: -1.035 -0.838 -2.823
H: -6.542 4.506 -0.488
H: -6.690 0.375 -1.090
H: -6.380 0.358 0.630
H: -3.062 0.887 0.865
H: -4.488 0.108 1.500
H: -3.322 -2.780 -0.526
H: -5.283 0.432 -3.281
H: -4.749 3.245 -3.251
H: -4.448 3.016 -5.853
H: -2.421 1.834 -4.448
H: -3.066 4.384 -4.380
H: -2.324 4.309 -2.780
H: -0.540 2.821 -4.265
H: 1.002 4.258 -3.425
H: -0.338 5.125 -2.702
H: 0.294 5.648 -4.252
H: -1.086 1.725 -2.352
H: -2.335 2.587 -1.471
H: -3.003 -2.506 -3.619
H: -3.537 -1.077 -4.497
H: -4.391 -1.563 -3.050
H: -0.638 -0.501 -2.006
C: -0.868 1.757 3.891
Cl: 0.263 0.478 3.473
Cl: -2.183 1.798 2.670
Cl: -1.536 1.465 5.489
Cl: -0.044 3.314 3.879
C: -4.533 -1.609 5.275
Cl: -4.036 -0.415 4.050
Cl: -6.234 -1.345 5.670
Cl: -4.311 -3.222 4.607
Cl: -3.556 -1.426 6.726
C: 2.100 1.499 -6.696
Cl: 2.712 2.876 -5.773
Cl: 1.509 2.038 -8.263
Cl: 3.388 0.319 -6.941
Cl: 0.776 0.728 -5.792
C: 3.513 3.725 6.884
Cl: 2.135 3.486 5.787
Cl: 4.916 4.227 5.941
Cl: 3.103 4.969 8.064
Cl: 3.873 2.197 7.700
C: 3.830 4.590 12.319
Cl: 4.356 3.525 13.624
Cl: 3.428 3.608 10.906
Cl: 2.410 5.513 12.823
Cl: 5.134 5.710 11.911
C: -8.339 7.452 -0.650
Cl: -9.166 8.982 -0.397
Cl: -8.162 7.144 -2.380
Cl: -6.730 7.529 0.097
Cl: -9.270 6.144 0.089
C: 7.325 0.462 6.734
Cl: 8.357 -0.931 6.403
Cl: 6.030 0.535 5.528
Cl: 6.626 0.307 8.349
Cl: 8.283 1.941 6.651
C: 5.176 6.872 2.603
Cl: 5.756 8.285 3.486
Cl: 4.510 7.381 1.045
Cl: 6.516 5.752 2.334
Cl: 3.925 6.066 3.553
C: 3.984 -2.609 -3.717
Cl: 5.033 -1.755 -4.848
Cl: 3.777 -4.281 -4.226
Cl: 4.725 -2.575 -2.112
Cl: 2.403 -1.815 -3.669
C: -1.273 -5.556 -4.247
Cl: -0.886 -4.064 -3.374
Cl: -1.893 -5.135 -5.844
Cl: 0.178 -6.543 -4.404
Cl: -2.506 -6.449 -3.350
C: -5.823 -6.046 -6.190
Cl: -7.472 -5.775 -6.755
Cl: -5.787 -7.449 -5.121
Cl: -4.766 -6.328 -7.574
Cl: -5.272 -4.615 -5.297
C: 6.440 -3.044 2.561
Cl: 8.202 -3.105 2.578
Cl: 5.883 -2.486 0.975
Cl: 5.790 -4.656 2.877
Cl: 5.882 -1.915 3.798
C: 3.490 1.907 -12.171
Cl: 4.276 0.755 -13.251
Cl: 1.763 1.985 -12.547
Cl: 3.692 1.388 -10.494
Cl: 4.210 3.505 -12.383
C: 7.869 2.320 11.649
Cl: 6.920 2.996 10.320
Cl: 8.691 3.627 12.506
Cl: 6.803 1.461 12.768
Cl: 9.069 1.194 11.004
C: 4.721 -8.227 -3.125
Cl: 5.402 -6.869 -2.219
Cl: 4.088 -7.664 -4.685
Cl: 5.980 -9.438 -3.410
Cl: 3.408 -8.950 -2.193
C: 2.403 8.897 6.456
Cl: 1.128 9.525 7.503
Cl: 3.933 8.869 7.337
Cl: 1.997 7.254 5.953
Cl: 2.560 9.928 5.030
C: -7.578 3.272 4.216
Cl: -7.042 4.532 5.324
Cl: -8.153 4.015 2.720
Cl: -6.217 2.186 3.865
Cl: -8.876 2.338 4.956
C: 8.045 -5.226 -5.162
Cl: 9.805 -5.244 -5.059
Cl: 7.551 -4.669 -6.764
Cl: 7.387 -6.850 -4.882
Cl: 7.407 -4.130 -3.931
C: 11.510 -8.586 -6.940
Cl: 11.967 -7.584 -8.321
Cl: 9.865 -8.182 -6.442
Cl: 11.594 -10.291 -7.394
Cl: 12.617 -8.278 -5.597
C: -6.782 -6.585 6.210
Cl: -6.818 -4.819 6.276
Cl: -7.781 -7.251 7.502
Cl: -7.395 -7.117 4.642
Cl: -5.114 -7.139 6.405
C: -6.988 -8.176 0.622
Cl: -8.383 -7.774 1.632
Cl: -5.553 -8.345 1.636
Cl: -7.294 -9.690 -0.227
Cl: -6.728 -6.881 -0.556


Look up the gap between HOMO and LUMO of the first one.
6.1887 eV


Which formula does entry 2 have?
C25H27F3N2O3


highest occupied orbital energy of number 3 (C34H22BCl84IN3O3S)?
-0.4224 hartree